[1]
Density functional theory data (ωB97M-V/def2-TZVPD) for a molecular structure, C15H15Cl2F5O15Pd at a distorted geometry.

Atoms and positions in Å:
Pd (0.185, -0.069, 0.481)
Cl (2.602, 0.948, 2.636)
Cl (-1.554, -1.395, -2.246)
C (-2.103, 7.097, 0.306)
C (-3.556, 6.712, 0.077)
O (-3.649, 5.384, 0.451)
C (-2.332, 4.873, 0.538)
O (-2.002, 3.756, 0.785)
O (-1.529, 5.786, 0.324)
F (-3.611, 6.906, -1.244)
H (-2.118, 7.676, 1.229)
H (-1.848, 7.762, -0.519)
H (-4.304, 7.257, 0.654)
C (-5.578, -2.950, 3.227)
C (-6.429, -1.742, 2.872)
O (-5.480, -0.687, 2.767)
C (-4.256, -1.268, 2.568)
O (-3.176, -0.690, 2.444)
O (-4.350, -2.588, 2.725)
F (-7.191, -1.520, 3.978)
H (-5.920, -3.837, 2.693)
H (-5.475, -2.948, 4.313)
H (-7.022, -1.765, 1.958)
C (5.325, -2.255, -3.942)
C (6.154, -2.823, -2.828)
O (5.089, -3.269, -2.039)
C (3.986, -2.382, -2.189)
O (3.032, -2.234, -1.454)
O (4.168, -1.653, -3.257)
F (6.865, -1.880, -2.146)
H (5.048, -3.041, -4.644)
H (5.913, -1.405, -4.289)
H (6.892, -3.508, -3.245)
C (2.186, 4.408, -4.993)
C (1.638, 3.101, -5.571)
O (1.316, 2.286, -4.494)
C (1.593, 2.961, -3.382)
O (1.256, 2.579, -2.252)
O (2.069, 4.170, -3.607)
F (2.537, 2.482, -6.416)
H (1.603, 5.292, -5.252)
H (3.251, 4.615, -5.101)
H (0.710, 3.399, -6.059)
C (0.724, -5.275, 5.373)
C (1.497, -6.217, 4.424)
O (1.421, -5.522, 3.168)
C (0.761, -4.362, 3.256)
O (0.413, -3.520, 2.431)
O (0.563, -4.154, 4.559)
F (0.911, -7.347, 4.289)
H (1.444, -4.930, 6.116)
H (-0.178, -5.678, 5.834)
H (2.504, -6.537, 4.694)

Forces on atoms 1 to 6 (eV/Å):
Pd 1.08 0.40 0.91
Cl -1.06 -0.45 -0.94
Cl 0.13 0.10 0.19
C -1.76 0.20 1.02
C 1.13 0.23 1.29
O 0.37 -0.88 -0.11

Values from the calculation:
HOMO (spin up / spin down), eV: -7.25 / -7.16
F_max, hartree/bohr: 0.1443
Orbital gap (spin up / spin down), eV: 6.93 / 2.87
⟨S²⟩: 2.009
Multiplicity: 3
DFT total energy, a.u.: -3256.56689

Mulliken atomic charge list, values in e, 4 entries: atom 1 (Pd): 0.742, atom 2 (Cl): -0.726, atom 3 (Cl): -0.014, atom 4 (C): -0.375


[2]
Density functional theory data (ωB97M-V/def2-TZVPD) for a molecular structure, C15H15ClN3O4Ti at a distorted geometry.

Atoms and positions in Å:
Ti (-22.770, -6.054, 16.705)
Cl (-26.593, -9.431, 17.607)
O (-25.249, -9.588, 17.281)
O (-26.846, -9.128, 18.976)
O (-26.987, -8.271, 16.847)
O (-27.375, -10.561, 17.192)
N (-24.528, -1.405, 17.069)
C (-23.910, -0.414, 16.336)
C (-24.396, 0.859, 16.160)
C (-25.472, 1.290, 16.947)
C (-26.106, 0.297, 17.668)
C (-25.615, -1.033, 17.714)
H (-23.044, -0.645, 15.733)
H (-24.029, 1.670, 15.549)
H (-25.886, 2.288, 16.927)
H (-27.034, 0.652, 18.092)
H (-26.185, -1.859, 18.112)
N (-20.731, -5.138, 21.029)
C (-21.405, -5.849, 21.957)
C (-21.297, -5.542, 23.318)
C (-20.384, -4.499, 23.705)
C (-19.700, -3.812, 22.694)
C (-19.891, -4.159, 21.421)
H (-22.047, -6.651, 21.625)
H (-21.822, -6.170, 24.023)
H (-20.427, -4.337, 24.772)
H (-18.925, -3.092, 22.912)
H (-19.452, -3.582, 20.620)
N (-19.230, -6.021, 13.333)
C (-19.590, -6.159, 12.012)
C (-18.723, -6.571, 10.971)
C (-17.391, -6.795, 11.332)
C (-16.959, -6.586, 12.679)
C (-17.939, -6.237, 13.669)
H (-20.612, -5.939, 11.740)
H (-19.039, -6.739, 9.952)
H (-16.771, -7.252, 10.575)
H (-15.918, -6.743, 12.917)
H (-17.693, -6.051, 14.704)

Forces on atoms 1 to 6 (eV/Å):
Ti -0.34 -0.25 0.10
Cl -3.80 1.70 -1.16
O 4.18 -1.39 0.25
O 0.61 -0.46 1.27
O -0.86 0.96 -0.64
O 0.28 -0.44 0.21

Values from the calculation:
HOMO (spin up / spin down), eV: -7.81 / -7.81
F_max, hartree/bohr: 0.0858
Orbital gap (spin up / spin down), eV: 5.34 / 5.58
⟨S²⟩: 3.750
Multiplicity: 4
DFT total energy, a.u.: -2354.93775

Mulliken atomic charge list, values in e, 4 entries: atom 1 (Ti): 0.973, atom 2 (Cl): 1.660, atom 3 (O): -0.661, atom 4 (O): -0.634


[3]
Density functional theory data (ωB97M-V/def2-TZVPD) for a molecular structure, C15H15F4N3PtS at a distorted geometry.

Atoms and positions in Å:
Pt (-0.071, 0.312, -0.401)
C (0.811, 0.172, -3.425)
N (-0.244, -0.283, -2.511)
C (-1.570, 0.093, -3.011)
C (-0.200, -1.748, -2.284)
C (1.008, -2.153, -1.469)
N (1.045, -1.330, -0.249)
C (1.878, -1.720, 0.775)
C (1.863, -1.107, 2.040)
F (1.017, -0.096, 2.303)
C (2.701, -1.485, 3.069)
F (2.584, -0.824, 4.234)
C (3.629, -2.498, 2.947)
C (3.680, -3.098, 1.710)
F (4.575, -4.075, 1.476)
C (2.856, -2.729, 0.665)
F (3.083, -3.361, -0.513)
H (0.761, -0.368, -4.379)
H (1.789, 0.019, -2.976)
H (0.676, 1.236, -3.613)
H (-1.755, -0.370, -3.986)
H (-1.638, 1.174, -3.113)
H (-2.325, -0.236, -2.299)
H (-0.232, -2.288, -3.240)
H (-1.104, -1.994, -1.724)
H (1.921, -2.028, -2.061)
H (0.921, -3.221, -1.260)
H (4.275, -2.796, 3.757)
S (-1.693, 0.417, 1.373)
C (-2.051, 1.865, 0.498)
C (-2.994, 2.877, 0.707)
C (-2.987, 3.959, -0.143)
C (-2.047, 4.048, -1.180)
C (-1.147, 3.022, -1.332)
N (-1.178, 1.958, -0.518)
H (-3.686, 2.799, 1.533)
H (-3.701, 4.759, 0.002)
H (-2.016, 4.897, -1.846)
H (-0.381, 3.020, -2.098)

Forces on atoms 1 to 6 (eV/Å):
Pt -0.99 -0.15 0.11
C -0.06 -0.07 -0.10
N 0.60 -0.04 0.20
C 0.03 0.02 -0.10
C -0.03 -0.07 -0.03
C 0.05 0.30 0.04

Values from the calculation:
HOMO, eV: -6.99
F_max, hartree/bohr: 0.0199
Orbital gap, eV: 7.09
DFT total energy, a.u.: -1661.79051

Mulliken atomic charge list, values in e, 4 entries: atom 1 (Pt): 0.275, atom 2 (C): -1.008, atom 3 (N): 0.141, atom 4 (C): -1.192


[4]
Density functional theory data (ωB97M-V/def2-TZVPD) for a molecular structure, C15H15F6N6O4S3Ti at a distorted geometry.

Atoms and positions in Å:
Ti (0.023, -0.276, -0.215)
C (-2.162, 3.021, -2.035)
C (-1.141, 1.990, -1.709)
N (-1.395, 0.755, -1.460)
N (-2.656, 0.244, -1.503)
C (-2.789, -1.093, -1.347)
N (-3.998, -1.612, -1.413)
S (-1.413, -2.075, -1.108)
C (0.316, 2.290, -1.688)
C (0.836, 3.508, -2.069)
C (2.222, 3.666, -2.077)
C (3.029, 2.612, -1.699)
C (2.431, 1.424, -1.304)
N (1.108, 1.260, -1.303)
H (-3.060, 2.889, -1.428)
H (-2.437, 2.959, -3.092)
H (-1.794, 4.022, -1.837)
H (-3.446, 0.859, -1.653)
H (-4.828, -1.066, -1.592)
H (-4.117, -2.604, -1.270)
H (0.200, 4.327, -2.366)
H (2.654, 4.611, -2.379)
H (4.107, 2.697, -1.692)
H (3.023, 0.581, -0.971)
F (1.135, 1.680, 3.417)
C (0.557, 1.573, 2.264)
F (0.678, 2.686, 1.561)
F (1.240, 0.591, 1.522)
S (-1.240, 1.034, 2.366)
O (-1.196, -0.059, 1.307)
O (-1.983, 2.167, 1.938)
N (-1.536, 0.496, 3.742)
S (-0.863, -0.902, 4.270)
O (-0.860, -0.869, 5.681)
O (0.319, -1.197, 3.506)
C (-2.137, -2.177, 3.726)
F (-2.406, -2.979, 4.731)
F (-1.626, -2.881, 2.708)
F (-3.253, -1.581, 3.310)
C (3.370, -3.836, -0.737)
C (2.992, -3.395, 0.522)
C (2.082, -2.361, 0.619)
N (1.557, -1.766, -0.467)
C (1.907, -2.212, -1.687)
C (2.815, -3.234, -1.861)
H (4.081, -4.643, -0.846)
H (3.388, -3.842, 1.422)
H (1.754, -1.995, 1.588)
H (1.439, -1.729, -2.538)
H (3.074, -3.557, -2.859)

Forces on atoms 1 to 6 (eV/Å):
Ti -0.49 -0.87 -0.20
C -0.07 -0.06 -0.01
C 0.00 -0.01 -0.05
N 0.18 0.19 0.23
N -0.07 0.03 0.00
C -0.05 -0.03 0.00

Values from the calculation:
HOMO (spin up / spin down), eV: -15.67 / -16.07
F_max, hartree/bohr: 0.0198
Orbital gap (spin up / spin down), eV: 7.75 / 8.27
⟨S²⟩: 0.754
Multiplicity: 2
DFT total energy, a.u.: -3852.86227
Charge: +2

Mulliken atomic charge list, values in e, 4 entries: atom 1 (Ti): 0.581, atom 2 (C): -2.053, atom 3 (C): 1.296, atom 4 (N): 0.347


[5]
Density functional theory data (ωB97M-V/def2-TZVPD) for 6 unconnected molecules or ions with the total composition C15H15F6O15 at a distorted geometry.

Atoms and positions in Å:
F (0.409, 0.345, -0.255)
C (-2.063, -0.102, 1.276)
C (-1.621, -1.464, 0.928)
O (-2.898, -2.230, 0.951)
C (-3.859, -1.371, 0.939)
O (-4.998, -1.787, 0.903)
O (-3.409, -0.165, 1.022)
F (-0.780, -2.063, 1.918)
H (-1.723, 0.735, 0.942)
H (-2.016, 0.107, 2.292)
H (-1.102, -1.521, -0.061)
C (1.595, 0.656, 3.034)
C (2.003, -0.677, 2.445)
O (1.567, -1.605, 3.390)
C (1.171, -1.025, 4.439)
O (0.942, -1.639, 5.470)
O (1.139, 0.255, 4.342)
F (3.260, -0.831, 2.406)
H (0.841, 1.052, 2.188)
H (2.590, 1.369, 3.112)
H (1.600, -0.945, 1.394)
C (3.308, -2.630, -0.637)
C (1.855, -2.554, -1.165)
O (1.207, -3.543, -0.380)
C (1.887, -3.763, 0.687)
O (1.545, -4.157, 1.787)
O (3.133, -3.411, 0.521)
F (1.912, -2.872, -2.523)
H (3.599, -1.669, -0.197)
H (4.092, -3.310, -1.363)
H (1.277, -1.567, -1.226)
C (-0.172, 0.265, -3.191)
C (-1.285, 0.538, -4.181)
O (-0.421, 0.421, -5.417)
C (0.779, -0.027, -5.219)
O (1.703, -0.282, -6.091)
O (1.031, -0.091, -3.921)
F (-1.739, 1.836, -4.014)
H (-0.405, -0.839, -2.881)
H (0.089, 1.064, -2.517)
H (-2.147, -0.092, -4.175)
C (-0.922, 3.800, -0.531)
C (-0.708, 3.781, 0.974)
O (-2.040, 4.118, 1.516)
C (-2.904, 4.366, 0.517)
O (-4.147, 4.647, 0.688)
O (-2.244, 4.307, -0.668)
F (0.149, 4.813, 1.190)
H (-1.001, 2.691, -0.970)
H (0.092, 4.210, -0.976)
H (-0.158, 2.868, 1.289)

Forces on atoms 1 to 6 (eV/Å):
F -0.04 0.00 0.20
C -1.61 -3.64 2.57
C 1.54 -2.56 0.10
O 4.76 -0.68 -0.35
C -3.49 -2.12 0.32
O 0.39 1.57 -0.16

Values from the calculation:
HOMO, eV: -7.75
F_max, hartree/bohr: 0.1291
Orbital gap, eV: 10.00
DFT total energy, a.u.: -2308.34626
Charge: -1

Mulliken atomic charge list, values in e, 4 entries: atom 1 (F): -0.773, atom 2 (C): -0.387, atom 3 (C): 1.036, atom 4 (O): -0.371


[6]
Density functional theory data (ωB97M-V/def2-TZVPD) for a molecular structure, C15H15HgN at a distorted geometry.

Atoms and positions in Å:
C (2.613, -2.782, 2.201)
C (2.207, -3.734, 1.200)
C (0.781, -3.689, 1.103)
C (0.301, -2.721, 2.031)
C (1.429, -2.156, 2.711)
Hg (-1.653, -1.136, -0.811)
N (1.691, 1.012, 0.256)
C (2.877, -0.348, -1.738)
C (2.559, -1.634, -1.973)
H (0.172, -4.272, 0.405)
H (2.879, -4.370, 0.620)
H (-0.740, -2.463, 2.204)
H (1.390, -1.437, 3.533)
H (3.642, -2.573, 2.507)
H (2.998, -2.461, -1.409)
H (3.591, -0.041, -0.968)
H (2.097, 1.690, 0.916)
H (1.847, -1.887, -2.761)
H (2.393, 0.433, -2.324)
C (0.499, 1.010, -0.027)
C (-0.759, 0.837, -0.392)
C (-1.725, 1.919, -0.514)
C (-1.982, 2.893, 0.492)
C (-3.051, 3.784, 0.353)
C (-3.860, 3.760, -0.786)
C (-3.619, 2.802, -1.779)
C (-2.589, 1.880, -1.638)
H (-1.369, 2.865, 1.398)
H (-3.265, 4.498, 1.151)
H (-4.680, 4.476, -0.904)
H (-4.241, 2.763, -2.679)
H (-2.431, 1.083, -2.378)

Forces on atoms 1 to 6 (eV/Å):
C -0.99 -0.33 -0.36
C -0.38 0.68 0.72
C 0.59 0.30 0.32
C 0.95 -0.12 0.11
C 0.12 -0.90 -0.51
Hg -0.69 -1.67 -0.32

Values from the calculation:
HOMO, eV: 0.29
F_max, hartree/bohr: 0.0752
Orbital gap, eV: 4.98
DFT total energy, a.u.: -788.56994
Charge: -2

Mulliken atomic charge list, values in e, 4 entries: atom 1 (C): -0.526, atom 2 (C): -0.599, atom 3 (C): -0.538, atom 4 (C): -0.707


[7]
Density functional theory data (ωB97M-V/def2-TZVPD) for a molecular structure, C15H15MnN4O7S.

Atoms and positions in Å:
Mn (-0.467, 0.778, 0.416)
O (-3.573, -0.791, -1.907)
C (-2.564, -0.307, -1.423)
N (-2.276, -0.003, -0.133)
C (-3.142, -0.307, 0.877)
O (-4.296, -0.692, 0.826)
C (-2.477, -0.147, 2.230)
C (-3.190, -0.369, 3.393)
C (-2.541, -0.235, 4.611)
C (-1.201, 0.123, 4.614)
C (-0.561, 0.337, 3.404)
N (-1.187, 0.194, 2.239)
C (-1.390, 0.002, -2.335)
C (-1.497, -0.269, -3.689)
C (-0.424, 0.007, -4.516)
C (0.716, 0.565, -3.955)
C (0.733, 0.818, -2.594)
N (-0.290, 0.525, -1.794)
H (-4.233, -0.639, 3.303)
H (-3.071, -0.398, 5.541)
H (-0.657, 0.252, 5.540)
H (0.467, 0.667, 3.332)
H (-2.427, -0.687, -4.051)
H (-0.473, -0.194, -5.580)
H (1.573, 0.820, -4.563)
H (1.565, 1.311, -2.108)
C (3.117, 0.012, -0.187)
N (2.669, -1.353, -0.434)
C (3.634, -2.254, -1.021)
C (1.431, -1.770, -0.139)
O (0.526, -1.107, 0.334)
H (4.016, -0.009, 0.434)
H (2.350, 0.592, 0.325)
H (3.364, 0.499, -1.134)
H (4.513, -2.342, -0.378)
H (3.958, -1.882, -1.996)
H (3.198, -3.242, -1.156)
H (1.277, -2.836, -0.370)
O (1.111, 4.137, 1.426)
S (0.589, 2.940, 0.805)
O (-0.899, 2.781, 0.982)
O (1.133, 1.668, 1.464)
O (0.898, 2.805, -0.634)

Forces on atoms 1 to 6 (eV/Å):
Mn 0.21 -0.68 0.47
O -0.01 -0.05 -0.03
C 0.01 0.07 0.04
N -0.02 0.14 0.15
C 0.01 -0.04 -0.08
O 0.00 0.01 0.01

Values from the calculation:
HOMO (spin up / spin down), eV: -4.71 / -4.04
F_max, hartree/bohr: 0.0166
Orbital gap (spin up / spin down), eV: 7.16 / 6.50
⟨S²⟩: 0.939
Multiplicity: 2
DFT total energy, a.u.: -2875.66073
Charge: -1

Mulliken atomic charge list, values in e, 4 entries: atom 1 (Mn): 0.247, atom 2 (O): -0.733, atom 3 (C): 0.003, atom 4 (N): 0.136


[8]
Density functional theory data (ωB97M-V/def2-TZVPD) for a molecular structure, C15H15MnN4OS2Se.

Atoms and positions in Å:
Mn (0.048, 0.024, 0.091)
O (-0.407, -0.889, 1.888)
C (-0.635, -0.029, 3.048)
C (-1.095, 1.310, 2.547)
C (-1.663, 2.219, 3.412)
C (-2.038, 3.459, 2.922)
C (-1.838, 3.750, 1.579)
C (-1.265, 2.792, 0.781)
N (-0.893, 1.586, 1.251)
H (-0.267, -1.801, 2.165)
H (0.289, 0.070, 3.610)
H (-1.387, -0.483, 3.682)
H (-1.809, 1.961, 4.455)
H (-2.489, 4.192, 3.580)
H (-2.123, 4.705, 1.159)
H (-1.096, 2.972, -0.272)
C (1.876, 2.878, -1.070)
C (1.083, 2.021, -2.009)
N (0.387, 0.951, -1.672)
C (-0.267, 0.355, -2.754)
C (-0.054, 0.997, -3.914)
S (0.967, 2.345, -3.662)
C (-1.021, -0.881, -2.495)
C (-1.687, -1.657, -3.372)
S (-2.281, -3.038, -2.574)
C (-1.629, -2.526, -1.097)
N (-0.997, -1.374, -1.193)
C (-1.762, -3.352, 0.145)
H (1.768, 2.535, -0.045)
H (1.550, 3.918, -1.128)
H (2.934, 2.851, -1.328)
H (-0.437, 0.748, -4.896)
H (-1.845, -1.494, -4.433)
H (-2.345, -4.251, -0.040)
H (-2.271, -2.787, 0.927)
H (-0.775, -3.668, 0.493)
Se (2.320, -0.513, 0.599)
C (3.462, 0.150, -0.650)
N (4.195, 0.574, -1.440)

Forces on atoms 1 to 6 (eV/Å):
Mn -0.65 0.10 -0.23
O -0.03 0.33 0.24
C 0.02 -0.03 -0.33
C 0.10 -0.06 -0.17
C -0.10 0.15 0.23
C -0.05 0.05 0.10

Values from the calculation:
HOMO (spin up / spin down), eV: -15.10 / -15.09
F_max, hartree/bohr: 0.0171
Orbital gap (spin up / spin down), eV: 5.63 / 8.18
⟨S²⟩: 6.388
Multiplicity: 5
DFT total energy, a.u.: -5223.17557
Charge: +2

Mulliken atomic charge list, values in e, 4 entries: atom 1 (Mn): 0.208, atom 2 (O): -0.138, atom 3 (C): -0.461, atom 4 (C): 0.590